Record 1
{"formula": "C33H49Cu2N5O", "method": "the ωB97M-V functional and the def2-TZVPD basis", "e_lumo_ev": -18.15, "energy_ev": -133709.298, "total_charge": 6, "e_above_lowest_kcal_mol": 358.40, "orbital_gap_ev": 7.5, "species": ["C", "N", "C", "C", "C", "C", "C", "C", "C", "C", "N", "C", "C", "C", "H", "H", "H", "H", "H", "H", "H", "H", "H", "H", "H", "H", "H", "H", "C", "N", "C", "C", "C", "C", "C", "C", "C", "C", "N", "C", "C", "C", "H", "H", "H", "H", "H", "H", "H", "H", "H", "H", "H", "H", "H", "H", "Cu", "Cu", "C", "C", "C", "C", "N", "C", "C", "C", "C", "C", "H", "H", "H", "H", "H", "H", "H", "H", "H", "H", "H", "H", "H", "H", "H", "H", "H", "H", "H", "H", "O", "H"], "coordinates": [[2.352, 3.582, -0.038], [1.453, 2.937, 0.955], [0.209, 3.503, 1.108], [-0.684, 2.809, 1.932], [-0.292, 1.674, 2.624], [1.003, 1.156, 2.513], [1.790, 1.796, 1.580], [-1.363, 1.031, 3.434], [-2.256, 1.775, 4.299], [-3.362, 1.213, 4.933], [-3.562, -0.155, 4.812], [-2.791, -0.869, 3.943], [-1.686, -0.339, 3.327], [-4.776, -0.747, 5.383], [3.027, 4.294, 0.436], [1.789, 4.195, -0.742], [2.821, 2.742, -0.550], [-0.099, 4.410, 0.610], [-1.668, 3.253, 1.925], [1.284, 0.203, 2.936], [2.790, 1.489, 1.312], [-2.194, 2.851, 4.365], [-4.154, 1.703, 5.481], [-3.038, -1.901, 3.746], [-1.104, -0.912, 2.621], [-5.010, -0.162, 6.272], [-4.501, -1.783, 5.583], [-5.559, -0.555, 4.649], [5.558, -2.986, -1.645], [4.499, -2.007, -2.041], [3.451, -2.381, -2.822], [2.455, -1.452, -3.154], [2.570, -0.088, -2.715], [3.741, 0.284, -2.005], [4.717, -0.664, -1.722], [1.422, 0.836, -2.845], [0.928, 1.631, -1.771], [-0.132, 2.485, -1.989], [-0.645, 2.709, -3.225], [-0.097, 2.018, -4.286], [0.797, 0.975, -4.095], [-1.763, 3.726, -3.403], [6.366, -2.787, -2.349], [5.219, -4.014, -1.766], [5.834, -2.752, -0.617], [3.474, -3.417, -3.126], [1.575, -1.825, -3.657], [3.734, 1.296, -1.628], [5.649, -0.372, -1.260], [1.465, 1.442, -0.853], [-0.591, 3.027, -1.176], [-0.524, 2.160, -5.268], [1.125, 0.448, -4.978], [-2.518, 3.379, -4.108], [-1.369, 4.673, -3.770], [-2.262, 3.711, -2.434], [1.824, -1.359, 1.295], [3.175, -0.038, 0.338], [-1.761, 2.268, -0.379], [-2.498, 1.202, 0.408], [-2.338, -0.252, -0.084], [-0.876, -0.793, -0.162], [-0.745, -2.353, -0.504], [-1.509, -3.226, 0.577], [-0.610, -4.494, 0.697], [0.621, -4.320, -0.211], [0.750, -2.800, -0.337], [-1.244, -2.692, -1.879], [-0.862, 1.802, -0.783], [-1.559, 3.164, 0.207], [-2.271, 2.467, -1.322], [-3.564, 1.353, 0.582], [-2.060, 1.313, 1.400], [-2.826, -0.375, -1.051], [-2.908, -0.792, 0.671], [-0.290, -0.661, 0.748], [-0.407, -0.213, -0.956], [-2.552, -3.395, 0.309], [-1.540, -2.627, 1.487], [-1.160, -5.399, 0.439], [-0.267, -4.607, 1.725], [0.654, -4.896, -1.136], [1.575, -4.597, 0.238], [1.302, -2.412, -1.193], [1.052, -2.319, 0.593], [-2.330, -2.593, -1.898], [-1.178, -3.734, -2.191], [-0.683, -2.012, -2.520], [1.445, 0.000, 0.255], [0.546, 0.139, -0.102]]}

Record 2
{"formula": "C41H42AsN6O2RuS", "method": "the ωB97M-V functional and the def2-TZVPD basis", "e_lumo_ev": [-5.65, -9.40], "energy_ev": -130472.086, "total_charge": 2, "e_above_lowest_kcal_mol": 0.00, "multiplicity": 6, "orbital_gap_ev": [6.4, 3.5], "species": ["Ru", "C", "C", "N", "C", "C", "C", "C", "C", "C", "C", "N", "C", "C", "N", "N", "H", "H", "H", "H", "H", "H", "H", "H", "H", "H", "H", "H", "H", "H", "H", "H", "H", "H", "C", "C", "C", "C", "C", "C", "C", "S", "O", "O", "N", "C", "C", "C", "C", "C", "N", "H", "H", "H", "H", "H", "H", "H", "H", "H", "H", "H", "C", "C", "C", "C", "C", "C", "As", "C", "C", "C", "C", "C", "C", "C", "C", "C", "C", "C", "C", "H", "H", "H", "H", "H", "H", "H", "H", "H", "H", "H", "H", "H"], "coordinates": [[1.066, -0.235, 0.390], [2.924, -2.285, -1.089], [1.899, -3.148, -0.365], [1.344, -2.483, 0.811], [2.157, -2.578, 2.065], [3.261, -1.505, 2.076], [4.540, -1.712, 2.649], [5.442, -0.669, 2.558], [5.146, 0.456, 1.844], [3.901, 0.674, 1.335], [3.475, 1.973, 0.682], [3.980, 2.076, -0.651], [3.323, 1.419, -1.716], [3.645, -0.109, -1.753], [2.493, -0.895, -1.330], [3.000, -0.345, 1.451], [3.146, -2.702, -2.117], [3.937, -2.368, -0.611], [2.504, -4.004, 0.062], [1.153, -3.378, -1.071], [0.428, -2.896, 1.060], [2.533, -3.567, 2.340], [1.509, -2.311, 2.886], [4.753, -2.651, 3.167], [6.459, -0.834, 2.976], [5.892, 1.200, 1.769], [3.880, 2.744, 1.285], [2.366, 2.080, 0.896], [4.266, 2.998, -0.887], [3.659, 1.850, -2.637], [2.232, 1.542, -1.735], [4.432, -0.292, -1.030], [4.026, -0.507, -2.704], [1.887, -0.956, -2.144], [-4.533, 0.341, 7.354], [-3.736, 0.473, 6.086], [-2.388, 0.158, 6.139], [-1.693, 0.018, 4.952], [-2.407, 0.218, 3.760], [-3.732, 0.497, 3.725], [-4.441, 0.682, 4.908], [-1.631, -0.405, 2.285], [-2.633, -0.483, 1.254], [-0.858, -1.575, 2.577], [-0.373, 0.611, 1.782], [-0.613, 1.888, 1.386], [-1.381, 2.854, 1.987], [-1.206, 4.118, 1.483], [-0.301, 4.513, 0.369], [0.334, 3.405, -0.120], [0.197, 2.137, 0.345], [-4.932, -0.677, 7.335], [-5.360, 1.059, 7.327], [-4.011, 0.517, 8.318], [-1.849, 0.002, 7.063], [-0.635, -0.158, 5.013], [-4.271, 0.566, 2.759], [-5.555, 0.833, 4.967], [-1.977, 2.680, 2.835], [-1.829, 4.918, 1.902], [-0.077, 5.483, 0.053], [0.966, 3.548, -0.993], [-4.554, -3.438, -2.754], [-4.687, -2.071, -3.055], [-3.643, -1.185, -2.778], [-2.641, -1.679, -1.958], [-2.570, -2.980, -1.486], [-3.537, -3.870, -1.922], [-0.988, -0.650, -1.767], [-0.043, -0.992, -3.423], [0.394, -2.181, -3.893], [1.200, -2.174, -5.025], [1.471, -0.956, -5.704], [0.931, 0.214, -5.229], [0.171, 0.183, -4.084], [-0.617, 1.361, -3.610], [-0.768, 2.657, -4.218], [-1.712, 3.518, -3.674], [-2.302, 3.274, -2.427], [-2.180, 2.043, -1.843], [-1.358, 1.081, -2.438], [-5.302, -4.047, -3.237], [-5.415, -1.697, -3.784], [-3.661, -0.212, -3.176], [-1.802, -3.241, -0.832], [-3.422, -4.944, -1.711], [0.069, -3.095, -3.400], [1.601, -3.130, -5.489], [2.150, -1.053, -6.515], [1.114, 1.241, -5.641], [-0.207, 2.861, -5.159], [-1.936, 4.402, -4.219], [-2.847, 4.147, -1.995], [-2.640, 1.812, -0.872]]}

Record 3
{"formula": "C6H18N4Tc", "method": "the ωB97M-V functional and the def2-TZVPD basis", "e_lumo_ev": [-19.87, -20.18], "energy_ev": -14621.066, "total_charge": 4, "multiplicity": 4, "orbital_gap_ev": [8.4, 8.3], "species": ["Tc", "N", "C", "C", "N", "C", "C", "N", "C", "C", "N", "H", "H", "H", "H", "H", "H", "H", "H", "H", "H", "H", "H", "H", "H", "H", "H", "H", "H"], "coordinates": [[-0.012, -0.133, -1.440], [0.056, 1.914, -1.205], [0.425, 2.232, 0.250], [-0.307, 1.233, 1.118], [-0.011, -0.184, 0.612], [1.374, -0.697, 1.072], [2.048, -1.460, -0.054], [2.059, -0.550, -1.272], [-1.109, -1.205, 0.932], [-2.413, -0.861, 0.236], [-2.100, -0.583, -1.237], [0.717, 2.373, -1.858], [-0.865, 2.325, -1.436], [0.117, 3.262, 0.463], [1.511, 2.186, 0.327], [-1.385, 1.387, 1.095], [0.014, 1.284, 2.165], [1.207, -1.333, 1.948], [1.958, 0.169, 1.386], [1.539, -2.392, -0.329], [3.075, -1.736, 0.215], [2.469, -1.045, -2.083], [2.700, 0.241, -1.118], [-1.215, -1.231, 2.025], [-0.725, -2.190, 0.633], [-2.916, 0.013, 0.647], [-3.110, -1.700, 0.305], [-2.769, 0.109, -1.607], [-2.331, -1.428, -1.789]]}

Record 4
{"formula": "C4H12BF4KO2", "method": "the ωB97M-V functional and the def2-TZVPD basis", "e_lumo_ev": -0.81, "energy_ev": -36316.129, "total_charge": 0, "e_above_lowest_kcal_mol": 14.98, "orbital_gap_ev": 9.1, "species": ["K", "B", "F", "F", "F", "F", "C", "C", "O", "H", "H", "H", "H", "H", "H", "C", "C", "O", "H", "H", "H", "H", "H", "H"], "coordinates": [[2.835, 11.707, -0.612], [2.474, 14.196, 1.219], [3.188, 14.768, 0.161], [1.201, 13.811, 0.779], [3.206, 13.061, 1.628], [2.360, 15.102, 2.278], [-0.749, 10.560, 0.894], [-0.767, 10.131, -0.548], [0.575, 9.877, -1.010], [-0.367, 9.761, 1.531], [-1.747, 10.843, 1.229], [-0.119, 11.435, 1.073], [-1.173, 10.893, -1.230], [-1.501, 9.332, -0.708], [0.499, 9.252, -1.739], [2.997, 10.116, 3.128], [4.346, 10.296, 3.851], [4.672, 11.661, 4.043], [2.636, 9.093, 3.051], [3.037, 10.472, 2.078], [2.315, 10.794, 3.643], [5.161, 9.802, 3.313], [4.306, 9.972, 4.892], [4.316, 12.292, 3.412]]}

Record 5
{"formula": "C21H19ClN2OSiV", "method": "the ωB97M-V functional and the def2-TZVPD basis", "e_lumo_ev": [-8.83, -8.43], "energy_ev": -73185.313, "total_charge": 2, "e_above_lowest_kcal_mol": 5.20, "multiplicity": 2, "orbital_gap_ev": [5.9, 6.4], "species": ["V", "Cl", "C", "C", "C", "C", "O", "C", "C", "N", "C", "C", "C", "C", "C", "C", "C", "C", "N", "C", "C", "H", "H", "H", "H", "H", "H", "H", "H", "H", "H", "C", "Si", "C", "C", "C", "C", "H", "H", "H", "H", "H", "H", "H", "H", "H"], "coordinates": [[0.449, 0.288, 0.947], [5.880, 4.627, -1.100], [4.777, 3.459, -0.503], [5.256, 2.317, 0.139], [4.386, 1.355, 0.635], [3.033, 1.560, 0.472], [2.136, 0.649, 0.913], [2.519, 2.695, -0.175], [1.111, 2.902, -0.319], [0.164, 2.082, 0.039], [-1.214, 2.473, -0.062], [-1.726, 3.512, -0.791], [-3.107, 3.794, -0.743], [-3.957, 3.042, 0.020], [-3.457, 1.946, 0.762], [-4.261, 1.102, 1.559], [-3.697, 0.047, 2.234], [-2.325, -0.176, 2.116], [-1.535, 0.604, 1.388], [-2.083, 1.665, 0.701], [3.417, 3.656, -0.659], [6.324, 2.187, 0.251], [4.756, 0.473, 1.136], [0.819, 3.863, -0.736], [-1.102, 4.130, -1.422], [-3.487, 4.622, -1.325], [-5.014, 3.268, 0.057], [-5.325, 1.296, 1.632], [-4.290, -0.614, 2.848], [-1.856, -1.012, 2.621], [3.055, 4.546, -1.158], [0.227, -5.213, 0.893], [0.030, -4.322, -0.725], [1.428, -4.597, -1.919], [-1.647, -4.516, -1.503], [0.149, -2.457, -0.292], [0.207, -1.245, -0.078], [0.185, -6.291, 0.719], [-0.568, -4.969, 1.598], [1.187, -4.996, 1.362], [1.408, -5.639, -2.248], [2.402, -4.415, -1.464], [1.333, -3.969, -2.805], [-1.770, -5.553, -1.822], [-1.759, -3.884, -2.384], [-2.458, -4.292, -0.809]]}

Record 6
{"formula": "C2HBrF2S", "method": "the ωB97M-V functional and the def2-TZVPD basis", "e_lumo_ev": -1.47, "smiles": "FC(F)(Br)C=S", "energy_ev": -88401.479, "total_charge": 0, "e_above_lowest_kcal_mol": 10.68, "orbital_gap_ev": 8.3, "species": ["F", "C", "F", "Br", "C", "S", "H"], "coordinates": [[1.563, -0.160, -0.063], [0.384, 0.393, 0.156], [0.432, 0.856, 1.367], [0.177, 1.909, -1.115], [-0.640, -0.649, 0.008], [-0.758, -1.703, -1.202], [-1.159, -0.646, 0.850]]}

Repeat the third record exactly.
{"formula": "C6H18N4Tc", "method": "the ωB97M-V functional and the def2-TZVPD basis", "e_lumo_ev": [-19.87, -20.18], "energy_ev": -14621.066, "total_charge": 4, "multiplicity": 4, "orbital_gap_ev": [8.4, 8.3], "species": ["Tc", "N", "C", "C", "N", "C", "C", "N", "C", "C", "N", "H", "H", "H", "H", "H", "H", "H", "H", "H", "H", "H", "H", "H", "H", "H", "H", "H", "H"], "coordinates": [[-0.012, -0.133, -1.440], [0.056, 1.914, -1.205], [0.425, 2.232, 0.250], [-0.307, 1.233, 1.118], [-0.011, -0.184, 0.612], [1.374, -0.697, 1.072], [2.048, -1.460, -0.054], [2.059, -0.550, -1.272], [-1.109, -1.205, 0.932], [-2.413, -0.861, 0.236], [-2.100, -0.583, -1.237], [0.717, 2.373, -1.858], [-0.865, 2.325, -1.436], [0.117, 3.262, 0.463], [1.511, 2.186, 0.327], [-1.385, 1.387, 1.095], [0.014, 1.284, 2.165], [1.207, -1.333, 1.948], [1.958, 0.169, 1.386], [1.539, -2.392, -0.329], [3.075, -1.736, 0.215], [2.469, -1.045, -2.083], [2.700, 0.241, -1.118], [-1.215, -1.231, 2.025], [-0.725, -2.190, 0.633], [-2.916, 0.013, 0.647], [-3.110, -1.700, 0.305], [-2.769, 0.109, -1.607], [-2.331, -1.428, -1.789]]}